Molecular formula: CH3FP2
Method: DFT, ωB97M-V with the def2-TZVPD basis set

Each line ends with the Löwdin charge.
Cartesian coordinates (Å):
F1 3.10 -0.54 -0.41  0.009
C1 2.55 -0.23 -1.54  -0.747
P1 1.88 0.43 -2.78  0.738
P2 -1.52 -0.15 1.50  0.596
H1 -1.67 1.24 1.45  -0.191
H2 -2.89 -0.32 1.65  -0.209
H3 -1.45 -0.43 0.13  -0.196

## Properties
highest occupied orbital energy	-9.836	eV
relative energy (zero: lowest compared OMol25 entry of this formula, charge and spin)	1.964	eV
Kohn-Sham gap	10.304	eV
net charge	0
SMILES string	FC#P.P
E_LUMO	0.47	eV

=====

Molecular formula: CH3I2N
Method: DFT, ωB97M-V with the def2-TZVPD basis set

Each line ends with the Löwdin charge.
Cartesian coordinates (Å):
C1 -0.23 0.71 0.09  -0.666
N1 0.49 -0.60 0.57  -0.694
I1 -0.89 0.47 -1.98  0.596
I2 -0.11 -2.47 0.17  0.719
H1 0.42 1.56 0.16  0.029
H2 -1.15 0.80 0.67  0.021
H3 1.46 -0.48 0.32  -0.005

## Properties
highest occupied orbital energy	-8.853	eV
relative energy (zero: lowest compared OMol25 entry of this formula, charge and spin)	0.075	eV
Kohn-Sham gap	8.598	eV
net charge	0
E_LUMO	-0.26	eV

=====

Molecular formula: CH3I2NS2
Method: DFT, ωB97M-V with the def2-TZVPD basis set

Each line ends with the Löwdin charge.
Cartesian coordinates (Å):
C1 -0.25 -0.46 -0.33  -0.194
N1 -1.20 0.02 -1.29  -0.508
S1 -3.00 -2.89 0.16  -0.413
S2 -2.50 0.79 -1.31  0.320
I1 -4.47 -1.09 0.31  0.316
I2 -2.71 2.86 0.13  0.272
H1 0.57 -1.09 -0.64  0.074
H2 0.28 0.31 0.16  0.053
H3 -0.81 -1.11 0.50  0.081

## Properties
highest occupied orbital energy (alpha / beta)	-7.859 / -7.858	eV
relative energy (zero: lowest compared OMol25 entry of this formula, charge and spin)	2.645	eV
Kohn-Sham gap (alpha / beta)	4.877 / 4.876	eV
net charge	0
E_LUMO (alpha / beta)	-2.98 / -2.98	eV

=====

Molecular formula: CH3I3P
Method: DFT, ωB97M-V with the def2-TZVPD basis set

Each line ends with the Löwdin charge.
Cartesian coordinates (Å):
C1 -1.09 0.08 0.02  -0.413
P1 0.72 -0.36 0.10  -0.256
I1 1.94 2.38 -0.23  0.333
I2 1.24 -1.53 2.21  0.551
I3 1.24 -1.53 -1.91  0.580
H1 -1.00 0.95 0.83  0.076
H2 -1.94 -0.65 -0.06  0.078
H3 -1.10 0.67 -0.96  0.051

## Properties
highest occupied orbital energy (alpha / beta)	-14.074 / -14.075	eV
relative energy (zero: lowest compared OMol25 entry of this formula, charge and spin)	1.454	eV
Kohn-Sham gap (alpha / beta)	6.513 / 6.514	eV
net charge	+1
E_LUMO (alpha / beta)	-7.56 / -7.56	eV